Computed, not measured: C36H31N4O8STl as an isolated structure in a non-equilibrium geometry, with ωB97M-V/def2-TZVPD.

The geometry in XYZ format:
```
81
Properties=species:S:1:pos:R:3:lowdin_charge:R:1
N 1.73001 0.77940 -1.45340 0.017
C 2.43059 7.88518 5.31274 -0.695
C 3.04890 -1.14402 1.32689 -0.253
C -1.58067 3.62876 -2.67778 0.010
H 4.48721 -2.00484 2.74220 0.117
Tl -0.02887 0.13408 0.19899 1.008
H -5.08476 -4.06637 -2.50085 0.128
H 3.60274 7.68556 7.09716 0.086
C 0.51077 6.65317 3.80345 -0.533
N -1.21511 1.52017 -1.64089 0.056
C 1.19846 5.19960 2.02841 -0.022
O -0.83258 -2.73340 3.29378 0.065
C -2.79256 3.18070 -3.18635 -0.175
H 1.53920 -2.36883 3.71073 0.151
O -0.79467 -0.99900 1.89948 -0.132
H 3.21883 -0.97230 4.51566 0.116
O 0.89394 -3.83696 0.20183 0.082
N 5.43161 2.19549 -5.03112 0.176
C -0.61084 4.55034 3.48442 -0.022
C 1.22668 -2.67841 0.37042 -0.582
C -5.31313 -3.00029 -2.40996 -0.204
C -2.71794 -0.32778 -1.75845 -0.170
H -4.48825 -0.49113 -2.98171 0.114
H 1.83976 4.97579 1.18590 0.114
H 0.08840 3.08345 -1.42598 0.104
H 1.96929 8.39186 7.33604 0.078
C 1.84637 -0.35487 2.92542 -0.246
H 3.46457 -1.09773 0.32244 0.157
C 2.11136 -2.33052 1.58369 -0.090
C 0.03606 1.98246 1.09888 -0.093
C -2.14857 -2.19012 -0.52356 -0.059
H 3.56166 0.61644 3.82122 0.113
C 4.07742 -1.03407 2.46716 -0.086
C -0.46835 5.73810 4.17980 -0.100
C 3.67153 1.48288 -3.28223 -0.211
O 3.31797 7.89733 4.51672 0.053
C 0.12346 3.02392 1.70702 -0.087
H -1.10699 5.96643 5.02276 0.102
C 1.30355 -1.79696 2.81650 -0.086
C 1.70225 0.28189 -2.68654 -0.095
H -1.36170 3.82795 3.77474 0.121
H 2.69977 1.94880 -0.07705 0.115
C -3.68050 4.07262 -4.02010 -0.208
C 2.64945 0.60653 -3.64024 0.017
H 1.14947 0.37696 3.32541 0.156
O -4.13079 3.44874 -5.20817 -0.046
O 2.19735 -0.01193 1.56828 -0.160
C -2.37160 1.06970 -2.12671 -0.176
H 2.65182 -3.24108 1.83030 0.154
C -3.23629 -2.89853 -1.00374 0.032
C 1.33040 6.39705 2.71099 -0.083
H -6.44909 -2.93403 -3.99483 0.093
H 2.13918 6.67598 7.00184 0.092
H -1.22762 4.63341 -2.87094 0.118
C -4.10140 -2.28164 -1.89241 -0.165
H 0.89484 -0.40728 -2.90454 0.124
H 4.90401 -0.38594 2.17684 0.111
H 4.50811 2.64589 -1.66998 0.125
C 4.65598 1.87198 -4.24825 -0.168
O 0.89832 -1.70600 -0.43669 -0.130
H -3.39435 -3.91853 -0.67979 0.130
C 0.23470 4.26402 2.41146 -0.247
C -3.82922 -0.97401 -2.27569 0.057
C 3.22567 -0.39501 3.59293 -0.092
C 2.55942 7.66080 6.78566 -0.071
C -3.19056 1.88132 -2.90201 0.058
C -0.83723 2.76494 -1.89223 -0.111
H -6.11355 -2.88923 -1.66720 0.136
O -5.69884 -2.44339 -3.65178 -0.051
H -3.16629 5.01593 -4.22767 0.121
H -3.38406 3.30956 -5.79944 0.096
C 2.71905 1.59641 -1.10306 -0.102
C -0.23060 -1.87567 2.67132 -0.595
C 3.71671 1.98000 -1.98232 0.017
H -1.46001 -2.64389 0.17602 0.108
H 2.07265 7.12022 2.40800 0.106
H 2.60542 0.19165 -4.63681 0.126
S 0.67120 8.13494 4.79078 0.960
N -1.89772 -0.93788 -0.89161 0.071
H -4.13962 1.53481 -3.28670 0.123
H -4.58563 4.30233 -3.45548 0.133
```

The molar mass comes out at 884.1 Da. The calculation puts the LUMO energy at -0.7184 eV. Its frontier orbital gap is 7.714 eV. The value obtained for the energy above the lowest of the compared OMol25 structures with the same formula, charge and spin is 92.8 kJ/mol.